i | C5H9P | ωB97M-V with the def2-TZVPD basis set

The frontier orbital gap (alpha / beta) is 7.8 / 7.8 eV. As for the multiplicity: 1. The SMILES is C=[P@]1(C)[C@@H]2C[C@@H]21.

Structure (XYZ):
```
15
Properties=species:S:1:pos:R:3:lowdin_charge:R:1
C -0.564 1.262 -1.804 -0.227
C -1.389 -1.242 0.801 -0.316
C -0.088 -1.151 0.080 -0.379
C -0.379 -0.552 1.507 -0.211
C 1.719 1.015 -0.028 -0.265
P 0.009 0.579 -0.288 0.825
H -0.739 2.342 -1.866 -0.023
H -1.106 0.537 -2.418 -0.022
H -2.348 -0.797 0.534 0.087
H -1.602 -2.363 1.185 0.147
H 0.508 -2.023 -0.088 0.095
H 0.079 -0.833 2.488 0.100
H 2.077 0.307 0.763 0.054
H 2.162 0.837 -1.120 0.094
H 1.660 2.082 0.253 0.042
```

---

ii | C5H9P | ωB97M-V with the def2-TZVPD basis set

The frontier orbital gap (alpha / beta) is 7.8 / 6.9 eV. As for the multiplicity: 1.

Structure (XYZ):
```
15
Properties=species:S:1:pos:R:3:lowdin_charge:R:1
C 1.138 1.822 -0.016 -0.249
C -1.904 0.523 -0.038 -0.264
C -1.007 -0.551 -0.616 -0.275
C -0.965 -0.111 0.916 -0.293
C 1.751 -1.131 0.187 -0.218
P 0.562 0.239 -0.044 0.761
H 1.870 2.001 -0.750 -0.045
H 0.239 2.584 -0.031 0.038
H -1.741 1.520 -0.417 0.072
H -2.868 0.057 0.078 0.089
H -1.998 -2.086 -1.980 0.115
H -1.136 -0.653 1.831 0.097
H 1.110 -1.921 0.519 0.021
H 2.512 -1.441 -0.668 0.097
H 2.438 -0.851 1.029 0.052
```

---

iii | C5H9P | ωB97M-V with the def2-TZVPD basis set

The frontier orbital gap (alpha / beta) is 8.1 / 7.5 eV. As for the multiplicity: 1.

Structure (XYZ):
```
15
Properties=species:S:1:pos:R:3:lowdin_charge:R:1
C 0.019 -0.967 -1.037 -0.257
C -0.383 0.127 -1.584 -0.035
C 1.051 -1.160 0.067 -0.348
C -0.443 0.488 1.999 -0.306
C -0.262 1.557 -1.421 -0.108
P 0.096 -1.169 1.818 0.810
H -0.388 -1.796 -1.374 0.034
H 1.448 -2.216 -0.149 0.086
H 1.883 -0.529 0.112 0.031
H 0.265 1.139 2.358 -0.039
H -1.508 0.516 2.114 -0.008
H 0.514 2.123 -2.030 0.112
H -0.060 1.709 -0.417 0.029
H -1.194 1.959 -1.593 0.045
H -1.039 -1.780 1.136 -0.046
```

---

Verdict on stability: i comes out on top.

---

i | C5H6N2S | ωB97M-V with the def2-TZVPD basis set

The frontier orbital gap is 8.9 eV. As for the multiplicity: 1. The SMILES is C1=NN=C2SCC[C@H]12.

Structure (XYZ):
```
14
Properties=species:S:1:pos:R:3:lowdin_charge:R:1
C 1.417 1.273 -0.765 -0.094
C 0.810 -0.906 -0.602 -0.580
C -1.061 0.377 0.290 -0.216
C -1.438 -1.001 0.791 -0.429
C 0.462 0.441 0.060 -0.279
N 2.153 0.473 -1.464 -0.036
N 1.794 -0.769 -1.439 -0.003
S -0.179 -2.140 0.064 0.951
H 1.761 2.343 -0.666 0.125
H -1.452 0.833 -0.675 0.145
H -1.340 1.085 1.073 0.108
H -1.449 -1.195 1.922 0.103
H -2.441 -1.333 0.450 0.079
H 0.961 0.519 0.961 0.127
```

---

ii | C5H6N2S | ωB97M-V with the def2-TZVPD basis set

The frontier orbital gap is 7.3 eV. As for the multiplicity: 1. The SMILES is NC1=C/C(=C/S)N=C1.

Structure (XYZ):
```
14
Properties=species:S:1:pos:R:3:lowdin_charge:R:1
C 1.358 0.045 -0.066 -0.380
C 0.302 0.979 -0.003 -0.019
C -0.938 0.309 -0.096 -0.420
C -2.202 0.760 -0.019 -0.476
C 0.663 -1.206 0.090 -0.097
H 3.226 -0.872 -0.176 0.170
H 3.258 0.765 0.380 0.108
H 0.359 2.109 0.287 0.139
H -2.502 1.840 -0.101 0.083
H -3.023 -1.408 -0.528 -0.067
H 1.115 -2.065 0.424 0.084
N 2.665 0.106 -0.140 0.075
N -0.655 -1.137 -0.058 0.072
S -3.627 -0.225 0.004 0.727
```

---

iii | C5H6N2S | ωB97M-V with the def2-TZVPD basis set

The frontier orbital gap is 9.4 eV. As for the multiplicity: 1. The SMILES is Cc1cnncc1S.

Structure (XYZ):
```
14
Properties=species:S:1:pos:R:3:lowdin_charge:R:1
C -0.975 1.981 0.199 -0.145
C 0.155 1.000 -0.011 -0.316
C 1.627 1.059 -0.234 -0.114
C 0.577 -1.368 -0.083 -0.169
C -0.376 -0.258 -0.237 -0.591
H -0.465 2.955 -0.122 0.075
H -1.071 2.071 1.480 0.167
H -2.007 1.765 -0.513 0.117
H 2.235 2.089 -0.400 0.151
H 0.154 -2.331 0.468 0.128
H -1.767 -1.889 -0.222 -0.142
N 2.397 0.011 0.001 -0.028
N 1.899 -1.298 0.259 0.027
S -2.075 -0.634 -0.020 0.841
```

---

iv | C5H6N2S | ωB97M-V with the def2-TZVPD basis set

The frontier orbital gap is 9.1 eV. As for the multiplicity: 1. The SMILES is c1cn2c(n1)CCS2.

Structure (XYZ):
```
14
Properties=species:S:1:pos:R:3:lowdin_charge:R:1
C 0.470 1.789 0.714 -0.433
C 0.341 1.268 -0.720 -0.165
C 0.088 -0.166 -0.605 -0.439
C -0.269 -2.272 -0.622 -0.145
C -0.680 -1.845 0.597 -0.124
H 0.050 2.812 0.805 0.080
H 1.506 1.754 1.025 0.079
H -0.504 1.737 -1.223 0.121
H 1.227 1.463 -1.302 0.118
H -0.175 -3.279 -1.025 0.097
H -1.153 -2.354 1.436 0.113
N 0.223 -1.203 -1.370 0.105
N -0.433 -0.502 0.594 -0.358
S -0.691 0.798 1.696 0.949
```

---

Verdict on stability: iv comes out on top.